[1]
The following is a DFT calculation (the ωB97M-V functional and the def2-TZVPD basis) of a cluster of 5 separate species, C4H16NO6S in total.

The energy relative to the best compared isomer or geometry (same formula, charge and spin) is 83.02 kJ/mol. The calculation puts the highest occupied orbital energy at -0.201 Eh.

Geometry as ORCA input:
```
! wB97M-V def2-TZVPD RIJCOSX def2/J DEFGRID3
* xyz -1 1
O 1.47 -0.86 -0.39
C 0.95 0.29 -0.42
O 1.27 1.23 -1.16
C -0.35 0.47 0.44
C -0.04 -0.02 1.85
C 1.29 0.49 2.46
S 1.51 2.28 2.62
N -0.87 1.84 0.35
H -1.06 -0.18 -0.09
H 0.17 -1.09 1.73
H -0.87 0.05 2.56
H 1.31 0.09 3.48
H 2.06 0.09 1.81
H 1.80 2.52 1.33
H -0.86 2.35 1.23
H -0.20 2.37 -0.21
H 2.73 -2.19 -1.12
H 2.51 -3.56 -0.54
O 3.22 -2.99 -0.87
H 0.63 -0.99 -1.89
H 0.29 0.08 -2.86
O 0.13 -0.87 -2.72
H -1.58 -0.86 -2.11
H -2.84 -1.54 -2.63
O -2.55 -0.91 -1.96
H -2.67 0.80 -0.01
H -3.83 0.44 -0.88
O -3.63 0.70 0.02
*
```

Here are the natural (NBO) charges for atoms 1 to 6, given in e: number 1, O, carries -0.8331; number 2, C, carries 0.7663; number 3, O, carries -0.7566; number 4, C, carries -0.1869; number 5, C, carries -0.4156; number 6, C, carries -0.5197

[2]
The following is a DFT calculation (the ωB97M-V functional and the def2-TZVPD basis) of a structure of composition C21H15BeN5O7.

The calculation puts the highest occupied orbital energy at -0.323 Eh.

Geometry as ORCA input:
```
! wB97M-V def2-TZVPD RIJCOSX def2/J DEFGRID3
* xyz 0 1
Be 0.08 -0.12 0.26
C -0.74 1.85 3.65
C -0.72 1.28 2.28
N -0.01 0.29 1.92
N 0.98 -0.30 2.67
C 1.83 -0.74 1.74
O 1.64 -0.54 0.47
C 3.06 -1.43 2.17
C 3.20 -1.90 3.47
C 4.35 -2.59 3.83
C 5.36 -2.79 2.90
C 5.23 -2.32 1.60
C 4.07 -1.64 1.24
C -1.35 1.89 1.07
C -2.34 2.85 1.09
C -2.80 3.36 -0.12
C -2.26 2.89 -1.31
C -1.28 1.91 -1.24
N -0.82 1.44 -0.09
H -0.70 1.05 4.38
H 0.14 2.48 3.80
H -1.63 2.46 3.82
H 2.41 -1.73 4.18
H 4.46 -2.96 4.84
H 6.26 -3.34 3.18
H 6.01 -2.48 0.88
H 3.94 -1.28 0.23
H -2.76 3.19 2.02
H -3.57 4.11 -0.13
H -2.60 3.26 -2.26
H -0.86 1.48 -2.14
O -2.78 -0.54 -0.92
C -1.94 -1.42 -0.80
O -0.73 -1.29 -0.37
C -2.31 -2.84 -1.14
C -3.60 -3.10 -1.57
C -3.95 -4.39 -1.90
C -3.06 -5.44 -1.82
C -1.79 -5.15 -1.39
C -1.39 -3.87 -1.04
N -0.81 -6.25 -1.29
O 0.31 -5.98 -0.91
O -1.17 -7.35 -1.65
N -5.33 -4.67 -2.35
O -6.09 -3.73 -2.43
O -5.60 -5.81 -2.65
H -4.32 -2.29 -1.65
H -3.35 -6.45 -2.08
H -0.38 -3.67 -0.71
*
```

Here are the natural (NBO) charges for atoms 1 to 6, given in e: number 1, Be, carries 1.6865; number 2, C, carries -0.6787; number 3, C, carries 0.2601; number 4, N, carries -0.4430; number 5, N, carries -0.4362; number 6, C, carries 0.5910

[3]
The following is a DFT calculation (the ωB97M-V functional and the def2-TZVPD basis) of the molecule C14H21N3O6S.

The energy relative to the best compared isomer or geometry (same formula, charge and spin) is 498.84 kJ/mol. The calculation puts the highest occupied orbital energy at -0.306 Eh. The SMILES is CC(C)NC[C@H]1CCc2cc(COS(=O)(=O)O)c([N+](=O)[O-])cc2N1.

Geometry as ORCA input:
```
! wB97M-V def2-TZVPD RIJCOSX def2/J DEFGRID3
* xyz 0 1
O -1.11 -1.33 -3.94
O -1.98 -2.69 -0.75
O -0.40 -4.20 0.45
O 0.88 -1.97 -4.63
O -2.08 -5.16 -1.12
O -0.12 -3.94 -2.17
C 0.69 0.26 -2.32
C 1.66 -1.54 -0.45
C 1.20 0.70 -1.11
C 0.64 -1.09 -2.61
C 1.20 -1.99 -1.67
C 1.67 -0.17 -0.15
N -0.65 1.69 1.42
N 1.14 2.07 -0.86
N 0.10 -1.49 -3.79
C 1.20 -3.45 -1.99
C -2.83 0.54 1.57
C -2.25 2.42 3.14
C 2.27 0.37 1.16
C 0.24 2.86 1.31
C 2.60 1.85 1.10
C -2.07 1.85 1.73
C 1.49 2.67 0.44
S -1.10 -3.89 -0.80
H -2.75 -4.67 -1.61
H 0.38 0.99 -3.04
H 2.04 -2.18 0.30
H -0.56 1.08 0.62
H 0.45 2.56 -1.41
H 1.73 -4.03 -1.25
H 1.72 -3.59 -2.93
H -2.82 0.24 0.53
H -2.38 -0.21 2.19
H -3.88 0.69 1.90
H -1.79 1.72 3.88
H -3.27 2.53 3.41
H -1.80 3.41 3.19
H 3.14 -0.22 1.47
H 1.55 0.15 1.90
H 0.55 3.16 2.30
H -0.37 3.67 0.87
H 2.83 2.22 2.09
H 3.45 1.93 0.43
H -2.51 2.51 0.97
H 1.91 3.67 0.24
*
```

Here are the natural (NBO) charges for atoms 1 to 6, given in e: number 1, O, carries -0.3392; number 2, O, carries -0.8931; number 3, O, carries -0.8858; number 4, O, carries -0.3746; number 5, O, carries -0.8212; number 6, O, carries -0.6617

[4]
The following is a DFT calculation (the ωB97M-V functional and the def2-TZVPD basis) of the molecule C4H6O.

The energy relative to the best compared isomer or geometry (same formula, charge and spin) is 190.95 kJ/mol. The calculation puts the highest occupied orbital energy at -0.364 Eh. The SMILES is C#CCOC.

Geometry as ORCA input:
```
! wB97M-V def2-TZVPD RIJCOSX def2/J DEFGRID3
* xyz 0 1
C 0.07 -1.73 -0.65
O -0.42 -0.68 0.13
C 0.50 0.35 0.40
C -0.28 1.59 0.54
C -1.01 2.55 0.61
H 0.68 -1.37 -1.49
H -0.81 -2.24 -1.05
H 0.66 -2.45 -0.07
H 1.07 0.15 1.32
H 1.23 0.46 -0.41
H -1.67 3.38 0.67
*
```

Here are the natural (NBO) charges for atoms 1 to 6, given in e: number 1, C, carries -0.2457; number 2, O, carries -0.5249; number 3, C, carries -0.1335; number 4, C, carries -0.0309; number 5, C, carries -0.2158; number 6, H, carries 0.1643

[5]
The following is a DFT calculation (the ωB97M-V functional and the def2-TZVPD basis) of a structure of composition C48H67F5N6O6.

The calculation puts the highest occupied orbital energy at -0.303 Eh.

Geometry as ORCA input:
```
! wB97M-V def2-TZVPD RIJCOSX def2/J DEFGRID3
* xyz 0 1
C 8.66 1.85 -12.18
C 9.25 3.11 -11.59
O 10.32 3.03 -11.07
N 8.47 4.23 -11.48
C 7.14 4.52 -12.09
H 7.61 1.83 -11.88
H 9.20 0.97 -11.82
H 8.61 1.84 -13.27
H 8.94 5.01 -11.03
H 7.33 5.35 -12.76
H 6.34 4.65 -11.36
H 6.90 3.62 -12.66
C 14.85 4.49 -7.84
C 15.12 5.22 -9.17
O 15.01 4.58 -10.20
N 15.51 6.46 -9.11
C 16.09 7.28 -10.12
H 15.51 3.62 -7.79
H 13.83 4.10 -7.84
H 14.79 5.11 -6.95
H 15.37 6.93 -8.23
H 15.24 7.74 -10.62
H 16.66 6.77 -10.90
H 16.67 8.10 -9.71
C 13.81 5.98 -12.43
C 12.98 5.03 -13.33
O 13.40 4.01 -13.86
N 11.73 5.30 -13.45
C 10.65 4.42 -13.88
H 14.86 5.70 -12.55
H 13.51 6.13 -11.39
H 13.78 6.96 -12.89
H 11.42 6.13 -12.96
H 10.65 4.58 -14.95
H 9.64 4.74 -13.61
H 10.81 3.37 -13.62
C 12.33 9.05 -7.50
C 10.81 8.75 -7.71
O 10.46 8.12 -8.68
N 9.97 9.09 -6.72
C 8.53 8.97 -6.77
H 12.48 9.83 -6.75
H 12.83 9.30 -8.43
H 12.91 8.23 -7.08
H 10.44 9.32 -5.86
H 8.09 9.94 -7.01
H 7.98 8.51 -5.95
H 8.29 8.18 -7.48
C 10.00 7.44 -17.32
C 10.63 8.47 -16.34
O 10.77 9.67 -16.69
N 11.13 7.85 -15.26
C 11.90 8.66 -14.35
H 10.12 7.62 -18.39
H 8.93 7.46 -17.08
H 10.33 6.44 -17.07
H 10.93 6.87 -15.10
H 11.73 9.73 -14.31
H 12.94 8.55 -14.65
H 11.93 8.29 -13.32
C 9.42 6.97 -10.61
C 10.74 7.41 -11.22
O 11.03 7.19 -12.37
N 11.57 7.82 -10.27
C 12.94 8.33 -10.33
H 8.65 7.55 -11.14
H 9.13 7.21 -9.59
H 9.22 5.92 -10.82
H 11.21 7.76 -9.32
H 13.15 8.57 -9.28
H 13.25 9.20 -10.91
H 13.71 7.63 -10.66
F 12.08 5.58 -5.69
C 11.93 5.48 -7.06
C 11.01 4.59 -7.57
C 10.73 4.53 -8.93
C 11.52 5.23 -9.79
C 12.53 6.04 -9.24
C 12.70 6.30 -7.87
H 10.59 3.80 -6.95
H 10.04 3.80 -9.33
H 11.31 5.33 -10.84
H 13.21 6.51 -9.93
H 13.37 6.99 -7.38
F 17.82 11.24 -10.52
C 16.47 10.99 -10.30
C 16.14 9.64 -10.34
C 14.87 9.30 -9.97
C 13.88 10.25 -9.61
C 14.22 11.63 -9.75
C 15.56 11.99 -10.05
H 16.97 8.95 -10.40
H 14.57 8.26 -9.90
H 12.90 9.93 -9.32
H 13.37 12.29 -9.63
H 15.84 13.03 -10.08
F 9.27 10.26 -14.26
C 8.64 9.06 -14.07
C 8.71 8.48 -12.86
C 7.94 7.34 -12.69
C 7.26 6.70 -13.74
C 7.54 7.12 -15.05
C 7.99 8.47 -15.15
H 9.15 8.90 -11.97
H 7.70 6.88 -11.74
H 6.77 5.74 -13.65
H 7.17 6.76 -16.00
H 7.96 9.08 -16.04
F 9.99 12.60 -10.07
C 9.10 11.54 -10.23
C 8.05 11.52 -11.20
C 7.28 10.37 -11.22
C 7.58 9.28 -10.41
C 8.68 9.25 -9.58
C 9.37 10.39 -9.43
H 7.87 12.31 -11.90
H 6.35 10.33 -11.77
H 6.93 8.42 -10.32
H 8.95 8.35 -9.04
H 10.18 10.42 -8.73
F 7.80 2.87 -8.66
C 7.80 4.17 -8.64
C 6.89 4.84 -9.47
C 6.93 6.22 -9.50
C 7.92 6.84 -8.78
C 8.85 6.20 -7.89
C 8.67 4.84 -7.75
H 6.07 4.30 -9.92
H 6.23 6.75 -10.14
H 7.98 7.91 -8.87
H 9.53 6.85 -7.36
H 9.36 4.26 -7.16
*
```

Here are the Löwdin charges for atoms 1 to 6, given in e: number 1, C, carries 0.0128; number 2, C, carries -0.5691; number 3, O, carries 0.0488; number 4, N, carries 0.0491; number 5, C, carries -0.0560; number 6, H, carries 0.0718

[6]
The following is a DFT calculation (the ωB97M-V functional and the def2-TZVPD basis) of a structure of composition C49H38CsN7O2SSi.

The energy relative to the best compared isomer or geometry (same formula, charge and spin) is 0.00 kJ/mol. The calculation puts the highest occupied orbital energy at 0.023 Eh.

Geometry as ORCA input:
```
! wB97M-V def2-TZVPD RIJCOSX def2/J DEFGRID3
* xyz -2 1
Cs -0.19 0.04 1.22
C 2.67 4.09 2.36
C 2.31 2.73 2.33
N 1.17 2.27 2.80
C 0.28 3.13 3.35
C 0.56 4.53 3.44
C 1.79 4.97 2.92
C -0.38 5.41 4.02
C -1.55 4.89 4.51
C -1.85 3.53 4.45
C -0.97 2.59 3.87
N -1.23 1.29 3.70
C -2.16 0.64 4.46
C -2.31 0.83 5.84
C -3.20 0.06 6.60
C -3.97 -0.92 6.04
C -3.86 -1.16 4.65
C -4.62 -2.16 3.99
C -4.48 -2.35 2.66
C -3.58 -1.53 1.95
N -2.87 -0.59 2.52
C -2.98 -0.39 3.86
H 3.62 4.41 1.96
H 2.98 1.99 1.89
H 2.03 6.03 2.97
H -0.16 6.47 4.07
H -2.29 5.56 4.95
H -2.80 3.18 4.83
H -1.70 1.58 6.32
H -3.26 0.25 7.67
H -4.65 -1.52 6.64
H -5.29 -2.77 4.58
H -5.02 -3.13 2.13
H -3.45 -1.67 0.88
C -2.96 3.34 -3.33
N -1.53 3.58 -3.33
C -0.79 4.13 -4.37
C 0.50 4.12 -3.98
N 0.54 3.58 -2.70
C -0.72 3.24 -2.29
S -1.23 2.61 -0.84
C 1.75 3.27 -2.00
C 2.62 4.30 -1.67
C 3.82 3.94 -1.07
C 4.06 2.60 -0.81
C 3.10 1.67 -1.16
N 1.96 2.00 -1.76
H -3.35 3.59 -4.31
H -3.44 3.95 -2.56
H -3.15 2.30 -3.09
H -1.24 4.45 -5.29
H 1.40 4.42 -4.49
H 2.35 5.33 -1.87
H 4.54 4.70 -0.79
H 4.98 2.28 -0.34
H 3.26 0.61 -0.98
O 1.30 -4.51 2.08
C 0.92 -3.84 1.12
O 1.84 -3.08 0.41
C -0.36 -3.70 0.54
C -1.48 -4.45 0.84
C -2.65 -4.33 0.13
C -2.73 -3.31 -0.90
C -3.91 -3.03 -1.58
C -4.01 -2.01 -2.55
C -2.90 -1.25 -2.81
C -1.69 -1.49 -2.14
C -1.56 -2.53 -1.21
N -0.36 -2.78 -0.58
H -1.39 -5.15 1.66
H -3.52 -4.92 0.37
H -4.78 -3.63 -1.35
H -4.95 -1.84 -3.06
H -2.94 -0.44 -3.54
H -0.83 -0.87 -2.35
C 1.39 -5.49 -4.70
C 0.80 -4.25 -4.87
C 0.79 -3.33 -3.83
C 1.39 -3.61 -2.60
C 1.99 -4.87 -2.45
C 1.99 -5.80 -3.49
Si 1.40 -2.43 -1.11
C 3.33 -1.90 -1.34
C 4.30 -1.85 -0.34
C 5.56 -1.30 -0.55
C 5.91 -0.80 -1.80
C 4.97 -0.85 -2.83
C 3.71 -1.39 -2.59
H 1.39 -6.21 -5.51
H 0.32 -4.00 -5.81
H 0.30 -2.37 -3.97
H 2.46 -5.13 -1.51
H 2.45 -6.77 -3.34
H 1.06 -1.01 -1.53
H 4.05 -2.25 0.64
H 6.29 -1.27 0.26
H 6.89 -0.38 -1.97
H 5.23 -0.47 -3.81
H 2.99 -1.40 -3.40
*
```

Here are the Löwdin charges for atoms 1 to 6, given in e: number 1, Cs, carries 0.9106; number 2, C, carries -0.0806; number 3, C, carries -0.1717; number 4, N, carries 0.0266; number 5, C, carries -0.1591; number 6, C, carries -0.1791

[7]
The following is a DFT calculation (the ωB97M-V functional and the def2-TZVPD basis) of a structure of composition C23H21IN4O4PtS.

Its expectation value of S² is 6.05. The calculation puts the highest occupied orbital energy (alpha / beta) at -0.495 / -0.512 Eh.

Geometry as ORCA input:
```
! wB97M-V def2-TZVPD RIJCOSX def2/J DEFGRID3
* xyz 2 5
Pt -0.09 1.03 0.30
C 0.60 -6.97 -1.17
C 0.75 -5.48 -1.28
C 0.72 -4.84 -2.51
C 0.88 -3.47 -2.61
C 1.07 -2.74 -1.45
C 1.11 -3.35 -0.19
C 0.94 -4.72 -0.12
S 1.30 -1.03 -1.57
O 2.05 -0.54 -0.44
O 1.61 -0.64 -2.91
N -0.22 -0.31 -1.19
C -1.14 0.22 -2.08
C -1.40 -0.16 -3.39
C -2.31 0.62 -4.09
C -2.90 1.72 -3.48
C -2.57 2.02 -2.15
N -1.73 1.27 -1.46
H 0.39 -7.42 -2.14
H -0.21 -7.24 -0.49
H 1.51 -7.42 -0.78
H 0.59 -5.43 -3.41
H 0.90 -2.99 -3.58
H 1.28 -2.76 0.70
H 0.98 -5.21 0.84
H -0.89 -1.00 -3.84
H -2.56 0.38 -5.11
H -3.60 2.35 -4.01
H -3.01 2.87 -1.64
I 5.24 7.86 2.24
C 3.99 6.35 1.85
C 3.16 5.84 2.89
C 2.31 4.81 2.61
C 2.26 4.28 1.31
C 3.08 4.78 0.28
C 3.94 5.81 0.54
C 1.34 3.12 1.02
O 0.83 2.48 1.96
O 1.12 2.84 -0.19
H 3.22 6.27 3.88
H 1.68 4.38 3.37
H 3.00 4.34 -0.70
H 4.58 6.21 -0.23
C -4.37 -1.31 3.06
N -3.04 -0.75 2.81
C -2.02 -0.65 3.72
C -0.98 -0.07 3.08
N -1.35 0.19 1.78
C -2.60 -0.24 1.65
H -4.41 -1.64 4.09
H -4.54 -2.16 2.40
H -5.13 -0.54 2.90
H -2.14 -1.00 4.74
H 0.00 0.20 3.46
H -3.19 -0.18 0.75
*
```

Here are the natural (NBO) charges for atoms 1 to 6, given in e: number 1, Pt, carries 1.3959; number 2, C, carries -0.6451; number 3, C, carries 0.0487; number 4, C, carries -0.2127; number 5, C, carries -0.1409; number 6, C, carries -0.4369

[8]
The following is a DFT calculation (the ωB97M-V functional and the def2-TZVPD basis) of the molecule C10H15NO2.

The energy relative to the best compared isomer or geometry (same formula, charge and spin) is 362.33 kJ/mol. The calculation puts the highest occupied orbital energy at -0.312 Eh. The SMILES is C/N=C(O)\C=C/[C@@H]1C[C@H](C)CC1=O.

Geometry as ORCA input:
```
! wB97M-V def2-TZVPD RIJCOSX def2/J DEFGRID3
* xyz 0 1
C -1.10 -1.15 0.20
C -1.93 -0.87 1.23
C -3.45 0.98 -0.29
C 1.17 -1.20 -1.05
C 1.92 0.72 0.26
C -0.06 -0.40 -0.56
C 2.27 -0.17 -0.93
C 0.43 0.78 0.30
C -2.18 0.62 1.57
C 3.75 -0.60 -0.88
N -2.98 1.39 0.97
O -0.32 1.47 1.00
O -1.75 1.00 2.76
H -0.96 -2.20 0.05
H -2.65 -1.69 1.59
H -3.37 -0.07 -0.41
H -2.93 1.50 -1.10
H 1.20 -2.11 -0.46
H 1.09 -1.44 -2.15
H 2.21 0.32 1.14
H 2.19 1.74 0.16
H -0.54 0.01 -1.33
H 2.23 0.47 -1.92
H -4.51 1.24 -0.38
H 3.87 -1.22 0.02
H 4.45 0.33 -0.84
H 3.97 -1.38 -1.68
H -2.03 1.92 2.74
*
```

Here are the natural (NBO) charges for atoms 1 to 6, given in e: number 1, C, carries -0.1492; number 2, C, carries -0.2638; number 3, C, carries -0.4269; number 4, C, carries -0.3982; number 5, C, carries -0.5310; number 6, C, carries -0.3993

[9]
The following is a DFT calculation (the ωB97M-V functional and the def2-TZVPD basis) of the molecule C6H14N4.

The energy relative to the best compared isomer or geometry (same formula, charge and spin) is 131.59 kJ/mol. The calculation puts the highest occupied orbital energy at -0.300 Eh. The SMILES is NCCNC1=NCCCN1.

Geometry as ORCA input:
```
! wB97M-V def2-TZVPD RIJCOSX def2/J DEFGRID3
* xyz 0 1
C -2.64 0.63 0.04
C -2.02 -0.21 -1.07
C 0.28 -0.39 -0.39
C 1.76 1.39 -0.23
C 2.68 0.61 0.71
C 2.60 -0.85 0.17
H -3.83 -0.19 1.47
H -2.50 0.61 2.06
H -3.47 1.13 -0.33
H -1.90 1.40 0.27
H -2.84 -0.89 -1.33
H -1.78 0.46 -1.91
H -1.30 -0.98 0.44
H 1.50 2.40 0.09
H 2.26 1.68 -1.15
H 2.20 0.59 1.75
H 3.68 1.00 0.71
H 3.29 -1.60 0.68
H 2.79 -0.74 -0.95
H 0.86 -2.17 0.46
N -2.82 0.02 1.34
N -0.93 -0.94 -0.50
N 0.45 0.79 -0.67
N 1.17 -1.26 0.17
*
```

Here are the natural (NBO) charges for atoms 1 to 6, given in e: number 1, C, carries -0.2462; number 2, C, carries -0.2211; number 3, C, carries 0.5642; number 4, C, carries -0.2558; number 5, C, carries -0.4340; number 6, C, carries -0.2168

[10]
The following is a DFT calculation (the ωB97M-V functional and the def2-TZVPD basis) of the molecule C4H10O2.

The energy relative to the best compared isomer or geometry (same formula, charge and spin) is 162.33 kJ/mol. The calculation puts the highest occupied orbital energy at -0.354 Eh. The SMILES is COC[C@@H](C)O.

Geometry as ORCA input:
```
! wB97M-V def2-TZVPD RIJCOSX def2/J DEFGRID3
* xyz 0 1
C -1.58 1.24 -0.93
O -0.50 1.76 -0.17
C 0.68 0.95 0.07
C 0.35 -0.51 0.42
C 1.19 -1.61 -0.21
O 0.30 -0.75 1.82
H -2.51 1.54 -0.44
H -1.58 1.56 -1.98
H -1.59 0.14 -0.94
H 1.14 1.46 0.92
H 1.37 1.02 -0.78
H -0.64 -0.65 -0.01
H 0.59 -2.53 -0.22
H 2.11 -1.82 0.35
H 1.45 -1.37 -1.25
H -0.24 -0.05 2.22
*
```

Here are the natural (NBO) charges for atoms 1 to 6, given in e: number 1, C, carries -0.2484; number 2, O, carries -0.5514; number 3, C, carries -0.0877; number 4, C, carries 0.0595; number 5, C, carries -0.6201; number 6, O, carries -0.7144